Computed, not measured: a cluster of 2 separate species, C4H4O3 in total, with ωB97M-V with the def2-TZVPD basis set.

Results
largest force on an atom = 0.058 Eh/bohr
orbital gap (spin up / spin down) = 8.69 / 8.69 eV
relative energy (zero: lowest compared OMol25 entry of this formula, charge and spin) = 85.7 kcal per mole
total charge = 0
lowest unoccupied orbital energy (spin up / spin down) = -0.9 / -0.9 eV
E_HOMO (spin up / spin down) = -9.6 / -9.6 eV

Last column: Löwdin charge in e.
Atoms and positions in Å:
C 0.07043 -1.10102 -0.17377  -0.0386
C 1.23912 -0.21198 -0.40405  -0.2468
C -0.40572 1.21043 0.42288  -0.2679
C -1.09224 -0.11960 0.06137  -0.3507
O 2.40108 -0.19783 -0.41824  0.1982
O 0.47747 1.07874 1.32828  -0.0520
O -2.25398 -0.32390 -0.12807  0.1426
H -1.05729 2.09709 0.41679  0.1396
H 0.47464 1.00224 -0.74934  0.1822
H -0.10524 -1.71211 -1.06182  0.1471
H 0.25173 -1.72206 0.70597  0.1464